No. 1
# C33H57IN2O26S6

A cluster of 7 separate species, C33H57IN2O26S6 in total at a distorted geometry (ωB97M-V with the def2-TZVPD basis set, OMol25).

Last column: Löwdin charge in e.
Cartesian coordinates (Å):
1 H -10.89177 -0.33879 4.64680  0.14
2 H -3.50260 0.41100 2.02369  0.10
3 H -2.02188 0.31708 2.89138  0.08
4 C 1.86229 -2.15514 -1.50414  0.15
5 H -1.70500 2.85129 2.22109  0.06
6 H -8.80787 -1.58290 4.42659  0.13
7 H 10.15721 2.45619 -3.05647  0.10
8 H -7.18687 -1.50289 -0.02299  0.08
9 O 1.78379 0.66742 0.15799  0.05
10 C 10.67888 2.56772 -4.00071  -0.16
11 C -2.60540 2.26791 2.35327  -0.76
12 C -3.06747 -0.03039 -0.23300  -0.15
13 O -9.55217 0.97926 3.76181  -0.19
14 C -1.84806 0.36455 0.63725  -0.27
15 C 2.27076 1.12675 -2.78555  -0.17
16 O 5.30487 4.79863 1.47701  -0.18
17 H -2.65689 -2.07742 2.79450  0.05
18 C 0.47181 0.72268 0.80749  -0.26
19 S -8.28674 0.82614 2.78366  0.58
20 H -2.04082 1.95469 4.36982  0.08
21 H 12.29234 1.31320 -3.29146  0.14
22 C -6.23332 -1.43881 0.49167  -0.07
23 C -7.47033 -7.00430 -1.42326  -0.16
24 H 4.15850 6.15019 0.43405  0.14
25 C -2.48068 0.78175 2.02396  -0.17
26 O -6.84030 -6.60826 -0.19865  -0.18
27 H -5.17156 -2.56831 -0.97100  0.10
28 O 0.39819 2.99319 -0.16224  0.14
29 H -9.77100 -2.21806 3.07240  0.14
30 C 0.85745 -1.55058 -1.25792  -0.13
31 H -4.56746 -0.55624 -2.44340  0.07
32 S -6.52041 -5.03638 -0.24415  0.59
33 C -10.33586 -0.21905 3.72115  -0.16
34 H 4.21607 1.84768 -2.13174  0.11
35 O 3.04652 3.99665 1.73433  -0.20
36 H 3.50623 2.76573 -3.47894  0.14
37 O -7.56149 -4.35099 0.42802  -0.22
38 N -1.47191 1.64840 -0.02351  0.11
39 H -7.28761 -8.05703 -1.61884  0.14
40 H -3.78555 1.75924 4.11947  0.07
41 O 9.47902 1.15033 -0.70252  -0.22
42 S 3.15191 0.19176 -4.90781  0.60
43 O 11.40113 3.80832 -4.03629  -0.18
44 O -6.72595 -4.82997 -1.82267  -0.19
45 O 12.27206 4.21942 -6.30149  -0.22
46 H -5.55292 0.39062 -1.37294  0.08
47 H -1.17565 -1.53479 -1.19582  0.12
48 H 1.55093 1.97104 2.14523  0.09
49 H -11.03365 -0.14341 2.88411  0.13
50 H -0.41173 -0.59824 3.38706  0.07
51 H -0.50983 -3.34415 -0.01779  0.08
52 C -5.40022 -0.62213 -1.74815  -0.07
53 H 6.96950 -2.34320 -0.91657  0.14
54 O 3.10609 0.82491 -6.17312  -0.22
55 N 3.40878 -0.76825 1.25372  0.21
56 H 3.28744 5.35077 3.26366  0.13
57 H 7.93788 -1.60265 0.37888  0.14
58 H -0.46760 -0.01443 -1.57663  0.13
59 O 12.63445 2.07498 -5.17317  -0.19
60 O 7.93953 1.29059 -2.64086  -0.22
61 H -0.07811 1.69672 2.72983  0.09
62 H 4.80842 6.75394 1.97590  0.14
63 H -5.86414 -6.44254 -2.76570  0.14
64 C 7.38470 -1.41141 -0.54273  -0.15
65 S 4.50054 3.41621 1.37826  0.59
66 H -7.48430 -6.00638 -3.35615  0.14
67 H -2.06168 -1.71434 4.44075  0.07
68 H 2.73269 -2.66461 -1.80082  0.05
69 O -8.59276 1.43867 1.54473  -0.21
70 H -1.94973 -3.03515 0.94396  0.06
71 H -6.17344 -0.55062 1.11267  0.07
72 H -8.54468 -6.83265 -1.32667  0.13
73 O -5.15348 -4.84277 0.06832  -0.21
74 H -6.18750 -2.33342 1.10197  0.06
75 O 4.25325 0.91535 -3.99336  -0.19
76 H -1.66161 -3.22319 3.73094  0.07
77 C -6.85865 -6.10019 -2.47273  -0.16
78 H -1.95569 1.88740 -0.87381  0.15
79 H -3.00890 3.38602 4.18385  0.06
80 C 3.61490 1.77412 -3.03499  -0.14
81 O 4.48573 2.99251 0.02471  -0.22
82 H 9.95354 2.57262 -4.81681  0.14
83 H -0.55503 -3.77290 1.65884  0.09
84 C 4.37856 5.89288 1.47236  -0.16
85 O 8.29207 -0.85052 -1.50395  -0.19
86 H 5.80273 -0.44636 0.60180  0.11
87 C 0.76336 1.23151 2.22812  0.04
88 C -0.86739 -3.00917 0.95093  -0.04
89 H -3.78823 -1.58435 1.11124  0.10
90 H -3.10696 -2.14011 -0.45912  0.10
91 O 1.85831 0.63698 -4.07226  -0.18
92 H 2.25098 5.90447 1.92743  0.14
93 C -0.50149 -0.44012 0.58696  -0.20
94 H 0.28449 -2.18109 3.44823  0.12
95 H -6.28687 -0.89671 -2.31092  0.08
96 C -0.49273 -1.59286 2.96754  -0.19
97 H 11.31991 0.57575 -4.58539  0.14
98 I -4.22115 3.28517 1.36090  0.90
99 C -3.70828 -1.39249 0.04438  -0.14
100 C -0.37952 -0.86267 -0.90354  -0.11
101 O 3.32386 -1.21026 -4.77729  -0.23
102 S 8.30082 0.74798 -1.38035  0.59
103 C 6.32934 -0.34641 -0.34317  -0.17
104 S 12.63964 3.67610 -5.04568  0.60
105 C 2.62723 -0.09089 0.72455  -0.37
106 O -7.11563 1.13959 3.51554  -0.23
107 C -2.91987 2.35591 3.86034  -0.18
108 H 5.60608 -0.34074 -1.16242  0.13
109 H 1.53865 1.82750 -2.39253  0.13
110 H 1.14607 0.46989 2.90019  0.09
111 C 11.73511 1.50725 -4.21032  -0.16
112 C -1.83435 -2.18162 3.48782  -0.09
113 O 13.81425 4.08387 -4.36827  -0.22
114 C -5.12710 -1.54818 -0.56436  -0.40
115 C -0.16194 1.98040 0.11442  -0.43
116 H -3.83713 0.72014 -0.08249  0.06
117 O 7.06208 0.88855 -0.38274  -0.19
118 O -8.37089 -0.76516 2.59205  -0.21
119 C 3.15342 5.35411 2.17984  -0.16
120 C -9.32509 -1.32403 3.50019  -0.16
121 H 0.82573 -1.88156 1.34592  0.12
122 H -2.85116 0.01380 -1.29695  0.11
123 C -0.24200 -1.69918 1.43887  -0.25
124 H 2.35881 0.27666 -2.11290  0.08
125 O 4.92715 2.56922 2.42778  -0.21

E_HOMO ... -0.3442 hartree
LUMO energy ... 0.155 eV
Structure (SMILES) ... C#CC[C@]1([C@H](C)CC)[C@@](CCC(C)C)(C[C@H](C)I)NC(=O)[C@]1(C)OC#N.O=S1(=O)OCCO1.O=S1(=O)OCCO1.O=S1(=O)OCCO1.O=S1(=O)OCCO1.O=S1(=O)OCCO1.O=S1(=O)OCCO1
HOMO-LUMO gap ... 9.52 eV
Charge ... 0

---

No. 2
# C33H57N4OP2PbS

A structure of composition C33H57N4OP2PbS at a distorted geometry (ωB97M-V with the def2-TZVPD basis set, OMol25).

Last column: Löwdin charge in e.
Cartesian coordinates (Å):
1 C -2.52768 -2.08982 -1.66659  -0.26
2 H -2.84162 1.91079 -0.09670  0.03
3 C -1.13600 0.48713 5.57522  -0.03
4 H 4.33870 1.49281 -4.09133  0.12
5 H -4.99594 -3.32940 -0.82174  0.09
6 N -0.10400 -1.49640 -1.30755  0.00
7 H 1.39520 3.90013 -3.40017  0.08
8 H 3.19317 -1.07321 -1.96789  0.09
9 H -1.65625 1.73521 -3.50415  0.07
10 C 3.67843 0.54495 1.09563  -0.60
11 C 2.26283 -0.62216 -1.58485  -0.20
12 H 1.85513 0.90510 2.26621  0.05
13 C 0.46679 1.98126 -3.83576  -0.54
14 N -0.85392 0.28883 4.23877  0.07
15 H -1.44315 -4.19211 -2.80338  0.14
16 H 4.38008 3.44314 -2.82408  0.12
17 H -1.20776 1.78502 -5.21057  0.12
18 H -0.10242 4.03769 -4.32170  0.12
19 C 5.62574 1.31084 -1.57945  -0.07
20 C -0.89256 1.42380 -4.22434  -0.04
21 P -3.06298 -1.12036 -0.20409  1.03
22 C 3.93444 0.83157 -3.31012  -0.10
23 C 1.62783 -2.86278 -2.23548  0.02
24 C 4.72298 -0.56168 0.97363  -0.05
25 H -1.11047 -1.01551 7.21584  0.14
26 H -6.06036 -0.86580 -1.08026  0.09
27 C -5.70842 -0.01262 -0.48754  -0.08
28 H 4.77918 1.77170 2.49156  0.12
29 C -5.10349 -3.08106 0.24212  -0.07
30 C 1.23438 -1.63113 -1.64596  -0.28
31 H 6.21048 1.78798 -2.38091  0.11
32 H -5.96465 -2.41371 0.36390  0.07
33 H 1.52937 0.65953 -5.18637  0.11
34 C 4.14696 1.48129 -1.93957  -0.62
35 C 3.77439 2.96778 -2.03747  -0.07
36 H 3.95052 3.50277 -1.09478  0.09
37 N 0.34603 1.30255 -1.38806  -0.02
38 H -4.76684 -1.03186 2.20742  0.08
39 C -3.87204 1.56388 0.07851  -0.12
40 C 2.63872 0.14547 2.14634  -0.14
41 H 2.39635 2.20925 -4.83322  0.08
42 H 0.68618 -3.27957 5.11398  0.10
43 H -2.84485 -1.57277 -2.58842  0.10
44 H 1.00983 2.18577 -5.91265  0.12
45 C 0.69846 -3.79827 -2.65086  0.01
46 H 3.45778 2.63684 1.68174  0.10
47 C -2.77753 -3.62430 1.00173  -0.09
48 S -0.13988 -1.81341 2.55618  0.61
49 C -3.81665 -2.49873 0.85744  -0.68
50 H 0.99938 -4.74121 -3.10682  0.14
51 H -1.86339 -3.25684 1.49025  -0.01
52 H 2.86725 0.68136 -3.50037  0.03
53 H 4.43855 -0.13658 -3.42243  0.10
54 N -0.61785 -1.62646 5.21465  -0.11
55 H -2.51109 -4.08407 0.04278  0.08
56 H -0.85627 1.01850 3.52267  0.05
57 H -4.54564 2.38461 -0.21112  0.11
58 H 5.92774 0.25597 -1.56166  0.09
59 H 2.69001 -3.03801 -2.38790  0.13
60 H -3.17476 -1.61753 2.75450  0.06
61 C 0.39285 3.47488 -3.52231  -0.02
62 C -4.10475 -1.90852 2.24692  -0.08
63 C -4.03742 0.61652 -2.24881  -0.09
64 H -0.44449 -3.23875 6.49798  0.11
65 C 0.85092 1.27743 -2.48070  -0.12
66 H -6.31078 0.86282 -0.78018  0.11
67 H 2.15901 -0.81576 1.92626  0.01
68 H -3.20961 -4.41144 1.63840  0.11
69 H 3.13118 0.03881 3.12556  0.12
70 H -1.41782 1.44757 5.96902  0.13
71 H -0.85128 0.32740 -4.28174  0.10
72 C -0.98892 -0.71820 6.18834  0.00
73 C 1.42057 1.73550 -4.99572  -0.05
74 H -4.00290 1.38650 1.15600  0.09
75 C -0.33220 -3.03574 5.43176  -0.01
76 H -3.07569 -3.04784 -1.68161  0.09
77 H 5.55074 -0.29701 0.30823  0.07
78 H -5.33660 -4.01652 0.77485  0.11
79 H 4.27009 -1.49515 0.61232  0.10
80 C -4.23510 0.31391 -0.75338  -0.67
81 C -0.65526 -3.52468 -2.45894  0.02
82 H 5.92032 1.79611 -0.64367  0.07
83 H -2.97508 0.72267 -2.51073  0.04
84 H -0.17559 3.63847 -2.59783  0.10
85 H -4.53286 1.57381 -2.48513  0.11
86 H -4.59737 -2.67989 2.85769  0.11
87 H -5.90475 -0.19646 0.57796  0.08
88 Pb -0.70659 0.12522 0.50454  1.05
89 H 4.97655 2.33230 0.82260  0.06
90 P 2.82511 0.77477 -0.66821  1.26
91 C -0.53693 -1.01716 4.00134  -0.71
92 H 5.15027 -0.75627 1.96824  0.12
93 H -1.02624 -3.66645 4.86749  0.10
94 O -0.23182 3.59140 2.28917  0.13
95 C -1.01473 -2.37185 -1.77156  -0.29
96 C 4.26029 1.90112 1.52978  -0.06
97 C -0.50825 2.50247 2.06074  -0.08
98 H -4.48386 -0.15850 -2.89034  0.10
99 H 2.71368 3.07915 -2.30129  0.04

E_HOMO (alpha / beta) ... -0.5681 / -0.5681 hartree
Energy above the lowest of the compared OMol25 structures with the same formula, charge and spin ... 3.936 eV
LUMO energy (alpha / beta) ... -11.033 / -11.042 eV
HOMO-LUMO gap (alpha / beta) ... 4.42 / 4.42 eV
Charge ... +3

---

The records above give, respectively, total energy values of -164464.692 -77786.287 eV.